17
Properties=species:S:1:pos:R:3:forces:R:3:nbo_charge:R:1 method="wB97M-V/def2-TZVPD" relative_energy_kcal_mol=60.7 homo_lumo_gap_ev=8.7 lumo_energy_ev=0.77 molar_mass_g_mol=119.104
P -1.96232 -0.61159 0.14565 2.613 0.637 -1.534 0.251
O -0.37778 1.96113 0.19780 2.064 -1.105 -0.487 -0.607
N 1.12625 0.10525 0.27906 0.841 -0.026 -0.117 -0.495
C 1.17906 -1.37373 0.38471 -2.538 -1.205 -0.637 -0.429
C -3.04844 0.54671 -0.79987 0.884 -0.054 -2.107 -0.949
C 2.41191 0.77641 0.50150 -0.587 1.768 -0.149 -0.423
C 0.00390 0.81094 0.11562 -4.260 -1.380 0.978 0.678
H 0.67656 -1.89704 -0.53929 1.471 1.109 1.458 0.227
H 2.30320 1.88614 0.19028 0.303 -1.912 0.296 0.232
H 3.13900 0.22922 -0.12310 0.064 0.608 0.607 0.209
H -1.44756 -1.34095 -1.04328 -0.541 0.386 1.030 -0.045
H -2.83865 1.58363 -0.55867 0.161 0.151 0.165 0.251
H 2.16007 -1.81627 0.64942 -0.339 0.904 -0.635 0.227
H 0.50831 -1.71607 1.20677 0.408 0.424 -0.330 0.219
H 2.61714 0.79147 1.59473 0.345 -0.247 -0.759 0.205
H -4.06021 0.34223 -0.57590 -1.189 -0.179 0.568 0.223
H -2.99978 0.43863 -1.94159 0.300 0.122 1.652 0.229